A structure of composition C6H18BeN2O12. Source: the OMol25 dataset; level of theory: the ωB97M-V functional and the def2-TZVPD basis.

Properties
- spin multiplicity = 2
- strongest force on any atom (eV/A) = 6.843
- Kohn-Sham gap (spin up / spin down) (eV) = 5.20 / 2.18
- net charge = +1
- LUMO (spin up / spin down) (eV) = -5.578 / -8.518
- DFT total energy (eV) = -34443.616

Positions of all 39 atoms, in Å:
1 Be 0.04777 -0.03778 0.15602
2 O 1.62590 -1.59641 1.58227
3 H -1.39758 -1.93484 2.47418
4 N 3.04258 0.20513 -2.14824
5 H -2.36403 -2.26063 -0.89468
6 H -0.20927 -3.56657 0.85092
7 H -1.52031 1.29236 -3.02385
8 C -1.41996 -2.77836 -0.72497
9 O 1.81661 1.49263 1.52813
10 C -2.10415 1.52770 -2.13399
11 H -1.26619 3.58358 -2.27017
12 H -3.06469 1.84984 -2.53607
13 H 2.45081 1.94404 0.96634
14 H 3.30879 1.11649 2.50258
15 N -2.35678 1.96523 1.67648
16 O 3.95240 -0.53160 -1.76663
17 H -1.82374 3.08355 -0.63788
18 H 1.84087 0.30795 3.24597
19 C 2.37981 0.57123 2.33584
20 O 3.12319 0.96844 -3.12429
21 O -1.21136 1.56681 1.60810
22 O -2.14236 0.35209 -1.33008
23 O -1.24190 -1.75943 1.54327
24 H 3.47061 -0.80525 0.87118
25 H 3.40321 -1.31939 2.47630
26 H -1.49431 -3.71854 -1.27145
27 H 0.67152 2.93723 -1.52604
28 O 2.02474 0.15328 -1.50533
29 C -1.16416 -3.04112 0.83724
30 H 1.86006 -2.51614 1.72675
31 H -1.93657 -3.71583 1.20636
32 C 2.80912 -0.78192 1.73719
33 H -0.55637 -1.98257 -2.24106
34 C -1.30561 2.77115 -1.54455
35 O -0.03067 2.47144 -1.06607
36 O -2.67321 3.11458 1.79612
37 H -2.97282 -0.00166 -1.65689
38 O -3.21381 1.12416 1.58525
39 O -0.35817 -2.05088 -1.30424

Cartesian forces (eV/Å) of the 2 atoms listed first:
Be -1.890 0.567 1.318
O -0.269 1.188 -1.056


The molecule C3H9N. Source: the OMol25 dataset; level of theory: the ωB97M-V functional and the def2-TZVPD basis.

Properties
- strongest force on any atom (eV/A) = 1.553
- Kohn-Sham gap (eV) = 9.38
- net charge = 0
- LUMO (eV) = 1.188
- DFT total energy (eV) = -4746.343
- ΔE to the lowest compared entry with this formula, charge and spin (kcal per mole) = 17.7
- SMILES = CN(C)C

Positions of all 13 atoms, in Å:
1 C -1.27352 0.47539 0.06443
2 H 0.71444 1.81451 0.92833
3 H -1.52757 1.26056 0.79684
4 C 1.07111 0.86962 0.52783
5 N 0.00398 -0.14620 0.37669
6 H -0.49901 -2.00427 -0.47410
7 H -1.24539 0.88688 -0.94600
8 C 0.32567 -1.28015 -0.46627
9 H 1.51108 1.07948 -0.43084
10 H -2.06467 -0.27956 0.13916
11 H 1.83449 0.52124 1.17732
12 H 1.17467 -1.78999 -0.03374
13 H 0.59908 -0.95696 -1.47866

Cartesian forces (eV/Å) of the 2 atoms listed first:
C 0.144 -0.420 0.297
H -0.391 -0.130 0.090


> Which value of DFT total energy does entry 1 give?

-34443.616 eV